Entry 1:
A gas-phase ion, CH3O2 (charge +1) at a distorted geometry. Source: the Open Molecules 2025 dataset; level of theory: ωB97M-V/def2-TZVPD.

Summary:
Energy relative to the best compared isomer or geometry (same formula, charge and spin) in eV: 1.712
Multiplicity: 3
Largest force on an atom in eV Å⁻¹: 6.46
E_tot in hartree: -189.801532
Net charge: +1
Gap between HOMO and LUMO (alpha / beta) in eV: 13.4 / 9.4

Positions of all 6 atoms, in Å:
1 C -0.322 0.020 0.032
2 O -2.642 -0.195 -0.216
3 O -1.570 0.548 0.251
4 H 0.038 0.855 -0.490
5 H 0.338 0.196 0.927
6 H -0.266 -0.820 -0.718


Entry 2:
A molecular structure, C16H31HgNP2S at a distorted geometry. Source: the Open Molecules 2025 dataset; level of theory: ωB97M-V/def2-TZVPD.

Summary:
Energy relative to the best compared isomer or geometry (same formula, charge and spin) in eV: 7.390
Largest force on an atom in eV Å⁻¹: 7.60
E_tot in hartree: -1916.926940
Net charge: 0
Gap between HOMO and LUMO (alpha / beta) in eV: 5.8 / 5.8

Positions of all 52 atoms, in Å:
1 P 1.248 -4.113 -4.524
2 P 0.588 3.459 -1.045
3 C 1.525 2.227 -2.163
4 C 2.374 3.151 -1.436
5 H 1.387 2.373 -3.237
6 H 1.474 1.182 -1.843
7 H 2.954 2.785 -0.584
8 H 2.832 3.983 -1.977
9 C -0.799 3.717 -2.161
10 H -1.719 3.312 -1.721
11 H -0.635 3.241 -3.136
12 H -0.924 4.796 -2.315
13 C 0.821 5.079 -0.280
14 H 0.194 5.821 -0.787
15 H 1.871 5.386 -0.362
16 H 0.540 5.031 0.778
17 C -0.067 -5.152 -5.259
18 H 0.233 -6.184 -5.025
19 H -0.153 -5.026 -6.346
20 H -1.023 -4.943 -4.766
21 C 2.300 -3.988 -6.025
22 H 2.764 -2.996 -6.093
23 H 1.758 -4.230 -6.947
24 H 3.092 -4.732 -5.852
25 Hg -1.523 0.014 -3.990
26 C -0.237 0.688 -5.362
27 C -1.427 0.169 -5.982
28 C -1.628 -1.174 -6.674
29 C -2.083 -2.264 -5.654
30 C -1.306 -2.000 -4.350
31 C 0.115 -2.075 -4.631
32 C 1.173 -1.100 -4.226
33 C 1.138 0.043 -5.294
34 C -2.409 0.130 -2.089
35 H -0.178 1.784 -5.380
36 H -2.099 0.944 -6.372
37 H -0.736 -1.493 -7.237
38 H -2.422 -1.058 -7.427
39 H -3.167 -2.177 -5.488
40 H -1.907 -3.275 -6.051
41 H -1.653 -2.605 -3.497
42 H 0.292 -2.330 -5.685
43 H 2.169 -1.571 -4.226
44 H 1.019 -0.698 -3.209
45 H 1.882 0.808 -5.025
46 H 1.452 -0.347 -6.280
47 H -1.646 -0.018 -1.316
48 H -3.164 -0.663 -2.021
49 H -2.881 1.113 -1.974
50 S -1.135 0.803 1.984
51 C -0.437 1.735 0.945
52 N 0.165 2.440 0.168


Entry 3:
A molecular structure, CH3LuMgO2 at a distorted geometry. Source: the Open Molecules 2025 dataset; level of theory: ωB97M-V/def2-TZVPD.

Summary:
Energy relative to the best compared isomer or geometry (same formula, charge and spin) in eV: 1.686
Multiplicity: 2
Largest force on an atom in eV Å⁻¹: 5.61
E_tot in hartree: -1625.692048
Net charge: +1
Gap between HOMO and LUMO (alpha / beta) in eV: 6.7 / 4.9

Positions of all 8 atoms, in Å:
1 O 1.428 -0.093 -0.204
2 Mg -0.169 0.741 -0.509
3 O -1.916 0.786 0.065
4 C -3.188 0.255 -0.010
5 Lu 2.833 -1.691 0.693
6 H -3.275 -0.602 -0.708
7 H -3.501 -0.120 0.984
8 H -3.956 0.994 -0.315